Record 1
A molecular structure, C20H30N2O4RuS7Si, computed with the ωB97M-V functional and the def2-TZVPD basis.

## Properties
highest occupied orbital energy: -8.80 eV
E_LUMO: -2.65 eV
total energy: -118708.0371 eV
charge: 0
energy relative to the best compared isomer or geometry (same formula, charge and spin): 50.55 kJ/mol

XYZ file:
```
65
Properties=species:S:1:pos:R:3:nbo_charge:R:1
Ru -1.6426 0.8830 0.9394 0.56
S 2.7806 3.6036 2.5143 0.50
S 0.4207 2.3126 3.5832 0.47
S 2.9385 2.2674 5.1764 0.02
S 1.4910 4.5583 0.0037 0.29
S -3.2919 0.4961 2.3618 0.16
S -3.4094 0.7952 -0.4015 0.18
S -1.2988 2.9808 1.1791 0.27
Si 0.7533 -0.8925 -0.5958 2.50
O 0.1750 -2.3623 -0.9293 -0.95
O 1.5977 -0.3328 -1.8459 -0.94
O -0.4934 0.1621 -0.3141 -1.07
O 1.7371 -0.9999 0.6881 -0.93
N -7.0052 -0.2355 -1.1986 -0.27
N -6.8284 -0.6809 3.2033 -0.27
C 1.3542 3.6440 1.5031 -0.37
C 2.6541 -1.1575 2.8585 -0.61
C 2.7160 0.7183 -3.6330 -0.62
C -0.9516 -2.8197 -1.7004 0.28
C -6.3148 -0.4109 2.2108 0.27
C 0.1864 -1.4472 2.5026 -0.62
C 0.2717 3.0063 1.9869 -0.47
C 1.7901 -3.1970 1.6943 -0.63
C -2.1569 -2.9057 -0.7689 -0.62
C -5.6774 -0.0604 0.9936 -0.36
C 1.9988 0.9630 -2.3107 0.29
C 0.3044 5.8917 0.3059 -0.74
C -1.2213 -1.8699 -2.8625 -0.65
C 2.9485 1.5698 -1.2843 -0.63
C 2.1054 2.6954 3.8417 -0.58
C 0.7737 1.8500 -2.5301 -0.64
C -0.5663 -4.2007 -2.2128 -0.62
C 1.5809 -1.7067 1.9282 0.27
C -6.4107 -0.1584 -0.2175 0.27
C -4.3827 0.3491 0.9765 -0.22
H 3.1343 1.6476 -4.0195 0.21
H -1.5933 -0.9104 -2.5024 0.22
H -1.9930 -3.6633 -0.0011 0.21
H -1.9707 -2.2945 -3.5305 0.22
H 0.2989 2.1184 -1.5878 0.22
H 2.0222 0.3161 -4.3709 0.21
H 2.5752 -1.6033 3.8496 0.21
H 0.1297 -1.7446 3.5498 0.23
H 0.4933 6.3671 1.2654 0.23
H -0.5835 -1.9939 1.9500 0.22
H 0.3119 -4.1328 -2.8535 0.22
H 2.4679 1.6164 -0.3059 0.21
H -0.3053 -1.6968 -3.4276 0.22
H -0.3343 -4.8597 -1.3765 0.21
H -3.0565 -3.1668 -1.3268 0.22
H 1.6696 -3.7421 2.6317 0.21
H 0.0462 1.3312 -3.1534 0.22
H 3.6426 -1.3733 2.4550 0.22
H 3.5242 0.0024 -3.4915 0.22
H 2.5562 -0.0810 2.9565 0.21
H 1.0750 -3.5778 0.9690 0.23
H 2.7958 -3.3783 1.3174 0.22
H 1.0681 2.7723 -3.0349 0.21
H -1.3840 -4.6384 -2.7846 0.21
H 3.2404 2.5786 -1.5778 0.21
H 0.4799 6.6174 -0.4864 0.24
H 3.8454 0.9584 -1.1879 0.22
H -0.0298 -0.3705 2.4703 0.17
H -0.7211 5.5401 0.2436 0.22
H -2.3322 -1.9473 -0.2851 0.20
```

Record 2
A molecular structure, C10H13Cl2LiSSe2 at a distorted geometry, computed with the ωB97M-V functional and the def2-TZVPD basis.

## Properties
highest occupied orbital energy: -7.02 eV
E_LUMO: 0.16 eV
total energy: -177359.7644 eV
charge: 0

XYZ file:
```
29
Properties=species:S:1:pos:R:3:nbo_charge:R:1
Se 0.3243 1.3117 2.7163 0.25
Se 2.4823 1.8221 -0.1346 0.25
Cl -1.7512 -1.2816 0.9849 -0.04
Cl -1.4510 -2.4484 -4.2873 0.02
S -0.5047 -0.6720 -1.9457 -0.49
C -2.1362 -2.6883 -2.7259 -0.07
C -3.1076 -3.6522 -2.5646 -0.21
C 1.5715 -0.1710 2.9058 -0.78
C -1.6804 -1.8894 -1.6562 -0.19
C -3.6613 -3.8790 -1.3135 -0.24
C 2.8135 2.9857 -1.6457 -0.77
C 1.6242 2.7731 2.4573 -0.56
C -3.2220 -3.1400 -0.2301 -0.21
C 1.7187 3.2309 1.0224 -0.56
C -2.2542 -2.1696 -0.4073 -0.09
Li -0.2286 0.2140 0.1206 0.77
H -3.4289 -4.2225 -3.4218 0.23
H 0.9655 -1.0557 3.0961 0.24
H 3.6895 3.5949 -1.4380 0.22
H -4.4260 -4.6297 -1.1879 0.22
H 1.3004 3.5938 3.1026 0.24
H -3.6348 -3.3182 0.7512 0.22
H 2.5858 2.3926 2.8101 0.23
H 0.7343 3.4984 0.6213 0.22
H 1.9352 3.6066 -1.7992 0.22
H 2.2155 0.0350 3.7595 0.23
H 2.1583 -0.2972 1.9960 0.23
H 2.9832 2.3613 -2.5173 0.24
H 2.3846 4.0948 0.9311 0.22
```

Record 3
11 unconnected molecules or ions with the total composition C32H91N5O11 at a distorted geometry, computed with the ωB97M-V functional and the def2-TZVPD basis.

## Properties
highest occupied orbital energy: -9.08 eV
E_LUMO: 0.44 eV
SMILES string: COC[C@H](C)N.COC[C@H](C)N.COC[C@H](C)N.COC[C@H](C)N.COC[C@H](C)N.CCO.CCO.CCO.CCO.CCO.CCO
total energy: -64629.4142 eV
charge: 0
energy relative to the best compared isomer or geometry (same formula, charge and spin): 0.00 kJ/mol

XYZ file:
```
139
Properties=species:S:1:pos:R:3:lowdin_charge:R:1
O -12.7302 -17.0991 10.9591 -0.20
O -14.8363 -21.7617 14.6836 -0.10
O -17.5774 -14.7450 13.0942 -0.08
O -9.2885 -20.3589 9.7412 -0.08
O -16.0511 -17.1587 16.5915 -0.09
O -14.8829 -18.9474 14.8096 -0.12
O -8.3943 -21.2678 16.7180 -0.17
O -18.4559 -19.8746 10.5676 -0.08
O -9.1614 -13.3066 14.3257 -0.19
O -19.0026 -21.4533 14.3022 -0.19
O -10.7836 -18.9608 19.3143 -0.21
N -9.6892 -15.7516 9.3210 0.05
N -22.6804 -21.7640 14.0328 0.03
N -10.0861 -14.0728 17.8083 0.03
N -8.5211 -16.0787 19.6558 0.04
N -6.0757 -22.1227 19.4191 0.03
C -9.8585 -13.0879 15.5343 -0.23
C -10.6990 -15.4415 15.8573 -0.05
C -10.6920 -20.3171 9.9741 -0.31
C -9.7938 -14.3393 16.3813 -0.43
C -16.6257 -15.8197 13.0854 -0.31
C -7.8085 -21.2011 18.0065 -0.23
C -15.2793 -16.5330 18.7796 -0.09
C -18.6968 -20.2202 14.9058 -0.10
C -21.4222 -21.5459 14.7753 -0.45
C -7.5261 -23.6785 18.2318 -0.07
C -10.9999 -20.2064 11.4549 -0.09
C -9.3490 -12.2542 13.4177 -0.12
C -16.5552 -20.7026 11.7621 -0.08
C -8.9280 -17.5022 19.6218 -0.44
C -12.4754 -18.8746 14.8618 -0.06
C -13.7150 -18.6071 14.0411 -0.27
C -10.4886 -16.4065 10.3852 -0.42
C -13.3739 -23.0750 16.1357 -0.08
C -21.2375 -22.6322 15.8088 -0.06
C -12.1715 -19.1265 19.1606 -0.11
C -15.0149 -16.4851 17.2890 -0.34
C -13.9765 -17.5523 10.4946 -0.11
C -6.8385 -22.3340 18.1548 -0.44
C -9.5736 -20.5104 16.6571 -0.11
C -20.2917 -21.5144 13.7495 -0.23
C -17.2865 -17.1590 12.8613 -0.08
C -10.4316 -17.6449 19.7145 -0.21
C -8.2046 -18.2657 20.7179 -0.06
C -17.6645 -21.0349 10.7981 -0.32
C -10.4673 -15.5189 11.6351 -0.06
C -13.6851 -22.6103 14.7259 -0.29
C -11.9007 -16.6377 9.9136 -0.23
H -17.9704 -17.3126 13.7007 0.07
H -9.9757 -17.3336 10.6572 0.13
H -12.4567 -19.9123 15.1999 0.06
H -20.4718 -20.7014 13.0279 0.12
H -9.4131 -19.4532 16.9076 0.08
H -14.9696 -15.4359 16.9657 0.11
H -12.3019 -15.6598 9.5865 0.14
H -9.4980 -13.2926 18.1025 0.08
H -10.3127 -20.9239 17.3537 0.08
H -20.3449 -22.4364 13.1592 0.13
H -11.0129 -13.6432 17.8413 0.08
H -8.3486 -19.3402 20.5971 0.07
H -9.0343 -16.4223 8.9376 0.07
H -10.4875 -15.5754 14.7956 0.07
H -12.8439 -22.0357 14.3379 0.10
H -10.2831 -15.4784 8.5450 0.06
H -15.6347 -17.7790 15.9750 0.03
H -23.4606 -21.4727 14.6128 0.07
H -21.4332 -20.5643 15.2702 0.13
H -8.7948 -15.6634 20.5441 0.07
H -18.0644 -14.7625 12.2654 0.07
H -12.4145 -18.2089 15.7233 0.06
H -10.4311 -19.3983 11.9191 0.07
H -10.3348 -12.2261 12.9410 0.09
H -8.1605 -23.8473 17.3595 0.08
H -14.3834 -18.2676 11.2071 0.05
H -22.7052 -21.1220 13.2437 0.07
H -9.9753 -20.5136 15.6433 0.07
H -13.4151 -22.2132 16.8076 0.07
H -8.5996 -17.8731 18.6476 0.12
H -5.8249 -21.1396 19.4819 0.06
H -12.3674 -23.4872 16.1996 0.08
H -8.5755 -21.2200 18.7938 0.13
H -13.8100 -23.4726 14.0636 0.12
H -6.1232 -22.3090 17.3272 0.14
H -17.6328 -20.2159 15.1350 0.08
H -12.0504 -19.9374 11.6053 0.06
H -15.9037 -21.5626 11.9180 0.08
H -16.5444 -17.9553 12.9140 0.05
H -15.5727 -22.3370 14.9185 0.10
H -21.2298 -23.6299 15.3737 0.08
H -10.9059 -16.9046 19.0546 0.11
H -16.1823 -15.7792 14.0799 0.10
H -8.5639 -17.9607 21.7016 0.08
H -14.0426 -16.9210 17.0218 0.09
H -10.7708 -17.4854 20.7488 0.13
H -12.3679 -20.1469 18.8425 0.08
H -10.5465 -16.3675 16.4099 0.06
H -15.2614 -17.5549 19.1547 0.07
H -9.1848 -11.2851 13.9131 0.09
H -13.8295 -17.5493 13.8050 0.12
H -15.9600 -19.8733 11.3751 0.06
H -6.7673 -24.4655 18.2342 0.07
H -8.5871 -12.3396 12.6436 0.09
H -14.1140 -23.7900 16.4976 0.08
H -10.9094 -12.8382 15.3008 0.13
H -9.1100 -15.6005 18.9703 0.01
H -11.1845 -21.2129 9.5837 0.11
H -11.7529 -15.1601 15.9629 0.08
H -15.8546 -15.5984 12.3376 0.10
H -9.4341 -12.2186 16.0584 0.12
H -10.8091 -14.5102 11.3738 0.08
H -8.1299 -23.7672 19.1330 0.08
H -18.2754 -21.8470 11.2145 0.11
H -8.7629 -14.7046 16.3111 0.15
H -14.5634 -15.9147 19.3225 0.07
H -8.9610 -21.2325 9.9720 0.08
H -17.8912 -17.1975 11.9546 0.08
H -11.0653 -19.4356 9.4564 0.09
H -12.7021 -18.8575 20.0803 0.09
H -16.2793 -16.1208 18.9279 0.08
H -19.0932 -20.0805 9.8776 0.08
H -14.9700 -19.9119 14.7651 0.04
H -19.2889 -20.0616 15.8128 0.09
H -7.1379 -18.0577 20.6311 0.08
H -20.2710 -22.5078 16.3122 0.08
H -5.1904 -22.6120 19.3483 0.07
H -9.4572 -15.3933 12.0189 0.08
H -21.9722 -22.5450 16.6110 0.08
H -11.9626 -17.3213 9.0581 0.11
H -11.1625 -15.8965 12.3857 0.06
H -13.9099 -18.0662 9.5270 0.09
H -16.9530 -20.4209 12.7375 0.05
H -14.6773 -16.7163 10.3757 0.09
H -11.5577 -18.7179 14.2828 0.08
H -12.5504 -18.4656 18.3623 0.07
H -10.7690 -21.1296 11.9892 0.07
H -13.7166 -19.1848 13.1141 0.09
H -17.2385 -21.4203 9.8626 0.11
H -18.8758 -19.3616 14.2456 0.08
H -7.2934 -20.2304 18.1176 0.13
```

Record 4
2 unconnected molecules or ions with the total composition C5H11N3O at a distorted geometry, computed with the ωB97M-V functional and the def2-TZVPD basis.

## Properties
highest occupied orbital energy: -8.87 eV
E_LUMO: 0.58 eV
SMILES string: [H]/N=C/C(=C)O.[H]/N=C\NC
total energy: -11876.5802 eV
charge: 0
energy relative to the best compared isomer or geometry (same formula, charge and spin): 500.83 kJ/mol

XYZ file:
```
20
Properties=species:S:1:pos:R:3:nbo_charge:R:1
O 1.9657 -2.3942 -0.8358 -0.70
N -0.8368 0.4091 0.5327 -0.65
N -2.7318 0.8326 -0.9211 -0.66
N 0.9800 -0.9209 1.7593 -0.70
C 1.0810 -0.5472 -2.0019 -0.54
C -0.9412 1.6932 1.2319 -0.42
C -1.8274 0.0740 -0.4541 0.27
C 1.2418 -1.2281 -0.8674 0.29
C 1.3484 -0.4293 0.6511 0.15
H -1.7664 1.7503 1.9469 0.19
H -2.1864 -0.9371 -0.2682 0.18
H -2.6378 1.8304 -0.7498 0.33
H -1.1487 2.5178 0.5499 0.20
H 2.3781 -0.0475 0.6096 0.17
H 2.2658 -2.6823 -1.7084 0.49
H -0.0056 1.8787 1.7535 0.21
H -0.8226 -0.3841 1.1739 0.41
H 1.5242 -0.8676 -2.9373 0.20
H 1.6713 -0.8715 2.5037 0.36
H 0.4486 0.3235 -1.9684 0.22
```

Record 5
A single C5H9NO molecule, computed with the ωB97M-V functional and the def2-TZVPD basis.

## Properties
highest occupied orbital energy: -9.00 eV
E_LUMO: 0.98 eV
SMILES string: C[C@H]1N/C1=C/CO
total energy: -8866.0200 eV
charge: 0
energy relative to the best compared isomer or geometry (same formula, charge and spin): 308.04 kJ/mol

XYZ file:
```
16
Properties=species:S:1:pos:R:3:nbo_charge:R:1
O 2.6868 0.8459 0.2936 -0.71
N -0.7727 -0.8826 1.5884 -0.58
C 1.0576 -0.7024 -0.2290 -0.31
C 1.8648 0.4313 -0.7913 -0.09
C -1.1362 0.3691 0.8757 -0.09
C -2.1779 0.2729 -0.2144 -0.63
C 0.0673 -0.3996 0.5989 0.15
H -1.3090 -1.7075 1.3427 0.36
H 2.5201 0.1377 -1.6171 0.19
H -2.0167 -0.6595 -0.7672 0.21
H 1.5273 -1.6804 -0.1827 0.21
H 2.0944 0.7100 1.0495 0.47
H -3.1926 0.2722 0.1945 0.21
H 1.2336 1.2650 -1.1343 0.16
H -1.1541 1.2566 1.5078 0.21
H -2.0820 1.0972 -0.9275 0.22
```

Record 6
A molecular structure, CH4BrNO2S at a distorted geometry, computed with the ωB97M-V functional and the def2-TZVPD basis.

## Properties
highest occupied orbital energy: -10.57 eV
E_LUMO: 0.21 eV
total energy: -87562.3780 eV
charge: 0
energy relative to the best compared isomer or geometry (same formula, charge and spin): 155.73 kJ/mol

XYZ file:
```
10
Properties=species:S:1:pos:R:3:nbo_charge:R:1
Br -2.4696 1.1118 -0.3967 0.09
S 0.3049 0.5958 0.2849 2.28
O -0.1204 1.0123 1.6004 -0.92
O 0.8669 1.5248 -0.6061 -0.94
N 1.4025 -0.6340 0.2412 -1.05
C -1.0712 -0.2177 -0.4915 -0.82
H 0.9038 -1.4299 0.4709 0.37
H 2.2497 -0.5458 0.6337 0.40
H -1.4238 -1.1677 0.0766 0.27
H -0.6427 -0.2497 -1.8133 0.30
```

Question: The highest E_LUMO belongs to which entry?
Answer: C5H9NO